The following is a DFT calculation (ωB97M-V/def2-TZVPD) of a structure of composition C22H41Cl3CoN3O5Si in a non-equilibrium geometry.

Each line ends with the Löwdin charge.
CARTESIAN COORDINATES (ANGSTROEM)
1 C -7.098 0.736 -0.690  -0.0466
2 C -7.584 -0.257 -1.705  -0.2211
3 H -7.158 1.759 -1.102  0.0813
4 H -6.068 0.502 -0.369  0.0114
5 H -7.753 0.716 0.202  0.0938
6 C -8.734 -0.078 -2.373  -0.1338
7 C -9.604 1.128 -2.279  -0.1104
8 H -9.145 -0.884 -2.981  0.0955
9 H -9.039 2.064 -2.365  0.0714
10 H -10.183 1.162 -1.346  0.0777
11 H -10.336 1.102 -3.090  0.0628
12 Co -2.397 -1.699 1.045  0.1344
13 Cl -1.475 -3.459 0.288  -0.0535
14 Cl -3.824 -0.102 0.929  0.0618
15 H 4.612 -0.149 -1.825  0.0949
16 H 4.862 -1.599 0.429  0.0885
17 C 3.987 0.501 -1.188  -0.0607
18 C 4.219 -0.815 0.856  -0.0788
19 N 3.316 -0.254 -0.139  -0.2267
20 H 3.244 0.998 -1.819  0.0917
21 C 2.173 -0.945 -0.494  -0.3309
22 O 1.509 -0.654 -1.482  0.0387
23 H 3.642 -1.246 1.679  0.0835
24 H 1.919 -1.769 0.207  0.1450
25 H 4.637 1.237 -0.702  0.0803
26 H 4.856 -0.009 1.234  0.0807
27 H -3.124 4.596 -1.889  0.0822
28 H -3.292 1.757 -3.288  0.0818
29 C -2.127 4.411 -2.307  -0.0702
30 C -2.312 2.204 -3.502  -0.0591
31 N -1.863 2.976 -2.353  -0.1940
32 H -1.377 4.897 -1.673  0.0772
33 C -1.133 2.338 -1.433  -0.4805
34 O -0.562 1.277 -1.552  -0.0299
35 H -1.597 1.408 -3.711  0.0671
36 H -1.156 2.925 -0.354  -0.2366
37 H -2.060 4.810 -3.325  0.0723
38 H -2.399 2.850 -4.373  0.0709
39 O -5.359 -1.252 -1.908  -0.2057
40 C -6.763 -1.550 -1.825  -0.2627
41 C -7.504 -2.145 -4.220  -0.0778
42 C -7.295 -2.516 -2.886  -0.2000
43 H -7.374 -1.100 -4.510  0.1152
44 C -7.898 -3.112 -5.164  -0.0813
45 H -6.861 -2.033 -0.836  0.1502
46 C -7.647 -3.804 -2.471  -0.0341
47 H -8.036 -2.801 -6.199  0.0997
48 C -8.142 -4.426 -4.764  -0.1043
49 C -8.063 -4.762 -3.406  -0.0846
50 H -7.575 -4.032 -1.406  0.1173
51 H -8.413 -5.182 -5.508  0.0965
52 H -8.334 -5.758 -3.062  0.0952
53 Si -4.114 -1.619 -3.002  0.4434
54 Cl -1.470 3.267 1.091  0.0631
55 C -4.550 -0.834 -4.660  -0.1678
56 C -4.269 -3.478 -3.295  -0.1556
57 C -2.438 -1.146 -2.364  -0.1721
58 H -5.307 -1.405 -5.217  0.0067
59 H -3.661 -0.785 -5.307  0.0303
60 H -4.931 0.189 -4.546  0.0278
61 H -2.483 -0.494 -1.491  -0.0175
62 H -1.850 -0.641 -3.135  0.0236
63 H -1.865 -2.037 -2.060  0.0008
64 H -5.056 -3.743 -4.014  0.0190
65 H -4.483 -4.009 -2.358  0.0372
66 H -3.325 -3.882 -3.689  0.0297
67 N 0.982 1.457 1.504  0.1336
68 C 0.414 0.812 2.741  -0.0665
69 C -0.612 -0.207 2.265  -0.6844
70 O -1.364 -0.794 3.080  -0.0539
71 O -0.654 -0.387 1.007  -0.1349
72 H 1.246 0.779 0.772  0.1082
73 H 1.796 2.025 1.728  0.1493
74 H 0.243 2.105 1.126  -0.0017
75 H 1.219 0.319 3.307  0.1266
76 H -0.045 1.617 3.325  0.1192

- Spin multiplicity: 4
- Net charge: -1
- Kohn-Sham gap (alpha / beta): 5.8 / 5.8 eV
- Lowest unoccupied orbital energy (alpha / beta): 0.0763 / 0.0762 Eh
- Relative energy (zero: lowest compared OMol25 entry of this formula, charge and spin): 267.3 kJ/mol